Entry 1:
{"formula": "C5H11N2O", "method": "wB97M-V/def2-TZVPD", "de_lowest_ev": 0.777, "total_charge": 1, "species": ["C", "C", "C", "C", "N", "C", "N", "H", "H", "H", "H", "H", "H", "H", "H", "H", "H", "H", "O"], "xyz": [[-0.579169, 1.179465, -2.681354], [-1.440049, 0.507973, -1.567834], [-0.556338, 0.428196, -0.356103], [0.028067, 1.394252, 0.411861], [1.037528, 0.840522, 1.180592], [1.159411, -0.428156, 0.823327], [0.151136, -0.730818, -0.023357], [-1.238994, 1.423588, -3.525550], [0.296686, 0.637623, -2.999236], [-0.192321, 2.106934, -2.163068], [-1.769453, -0.485696, -1.861677], [-2.357553, 1.065269, -1.299056], [-0.383678, 2.386486, 0.543070], [1.736672, 1.353394, 1.711957], [1.839709, -1.088626, 1.299826], [0.008742, -1.647350, -0.416746], [0.801852, -3.120621, 2.055294], [-0.303929, -2.583283, 2.806433], [0.202814, -2.356044, 2.009536]], "forces_ev_per_angstrom": [[-1.01, 1.60, 1.24], [0.29, 0.05, 0.38], [1.14, -0.70, 0.48], [-1.49, 0.66, 0.06], [0.00, 0.11, -1.15], [-1.22, -0.04, -0.05], [1.39, 1.04, -0.04], [0.52, 0.06, 0.15], [0.04, -0.56, -0.05], [-0.43, -0.63, -1.16], [0.00, -0.16, 0.06], [0.56, 0.00, -0.44], [0.61, 0.03, 0.02], [-0.42, -0.18, 0.00], [0.37, -0.32, -0.19], [-0.06, -0.03, 0.08], [0.15, 0.17, -0.46], [-0.40, 0.55, -0.19], [-0.02, -1.63, 1.27]], "mulliken_charge": [-0.987, -0.621, 0.232, -0.437, -0.021, -0.126, 0.050, 0.332, 0.327, 0.300, 0.342, 0.307, 0.431, 0.262, 0.393, 0.203, 0.320, 0.286, -0.593]}


Entry 2:
{"formula": "C5H11N2O", "method": "wB97M-V/def2-TZVPD", "de_lowest_ev": 0.647, "total_charge": 1, "species": ["C", "C", "C", "C", "N", "C", "N", "H", "H", "H", "H", "H", "H", "H", "H", "H", "H", "H", "O"], "xyz": [[1.149536, 2.029422, 2.152459], [-0.336465, 1.736943, 1.709276], [-0.341349, 0.797133, 0.574253], [-0.072427, -0.526154, 0.514987], [-0.238496, -0.914632, -0.802418], [-0.629316, 0.121455, -1.538325], [-0.755790, 1.189449, -0.704049], [1.833129, 1.327257, 1.684775], [1.398986, 3.080581, 1.925493], [1.288217, 1.873611, 3.233492], [-0.688910, 2.707106, 1.266779], [-0.951618, 1.486515, 2.570856], [-0.127313, -1.347390, 1.216289], [-0.248756, -1.842192, -1.238575], [-0.700588, 0.144871, -2.628105], [-0.616630, 2.152769, -0.979642], [1.456762, -3.870241, -1.227313], [0.752773, -3.774758, -2.612627], [0.651522, -3.608931, -1.674171]], "forces_ev_per_angstrom": [[-0.48, 0.10, 0.65], [1.19, 2.05, -0.48], [-1.05, -0.35, 0.17], [-0.94, -1.33, -0.50], [-1.10, 0.84, -1.57], [0.49, 0.70, 0.50], [1.68, -1.07, -0.02], [0.16, 0.21, -0.25], [0.15, -0.66, 0.05], [-0.22, 0.20, -0.34], [-0.17, -0.80, 0.75], [-0.16, -0.29, -0.32], [0.72, 0.53, 0.46], [0.63, -0.28, 0.68], [-0.19, -0.03, 0.58], [-0.59, 0.01, -0.31], [0.28, -0.19, -0.11], [0.25, -0.25, -0.12], [-0.65, 0.59, 0.19]], "mulliken_charge": [-1.009, -0.431, 0.268, -0.435, 0.135, -0.239, -0.122, 0.359, 0.293, 0.293, 0.232, 0.348, 0.379, 0.251, 0.381, 0.317, 0.327, 0.332, -0.679]}


Entry 3:
{"formula": "C5H11N2O", "method": "wB97M-V/def2-TZVPD", "de_lowest_ev": 2.930, "smiles": "N/C=[NH+]\\CC/C=C\\O", "total_charge": 1, "species": ["N", "C", "N", "C", "C", "C", "C", "O", "H", "H", "H", "H", "H", "H", "H", "H", "H", "H", "H"], "xyz": [[0.316464, -1.848564, -0.978174], [0.216738, -0.581277, -1.248275], [1.096438, 0.377790, -0.796785], [1.522575, 0.284460, 0.643876], [0.202168, 0.668503, 1.387133], [-0.947374, -0.152590, 0.795934], [-1.815329, 0.359489, -0.116176], [-1.717612, 1.560956, -0.683553], [-0.120634, -2.440082, -1.569939], [0.861472, -2.262803, -0.190053], [-0.353077, -0.394250, -2.068715], [1.006263, 1.308677, -1.337626], [2.279555, 1.022613, 0.802838], [1.891313, -0.763544, 0.812855], [0.259382, 0.620512, 2.555114], [0.099355, 1.770255, 1.384176], [-1.116170, -1.189968, 1.163012], [-2.542612, -0.259185, -0.498812], [-1.138914, 1.919009, -0.056830]], "forces_ev_per_angstrom": [[2.54, 0.05, 3.13], [3.86, 1.47, 2.23], [-1.12, 0.02, -1.60], [-1.44, -0.19, -1.26], [-0.01, -0.36, 2.34], [-0.73, 0.98, 1.02], [1.54, -1.05, 1.27], [-1.16, -0.79, -0.67], [-1.70, -2.47, -1.94], [-0.73, 0.70, -1.24], [-1.50, 1.03, -2.27], [0.27, -1.98, 1.74], [0.66, 0.09, 0.21], [-0.26, 1.21, 0.11], [0.10, -0.82, -2.03], [-0.23, -0.30, -0.87], [0.08, 1.07, -0.28], [-1.83, -1.09, -0.91], [1.65, 2.45, 1.02]], "mulliken_charge": [-0.206, -0.262, -0.207, -0.477, -0.717, -0.072, -0.427, -0.459, 0.219, 0.237, 0.513, 0.348, 0.394, 0.208, 0.338, 0.309, 0.353, 0.568, 0.340]}


Entry 4:
{"formula": "C5H11N2O", "method": "wB97M-V/def2-TZVPD", "multiplicity": 3, "de_lowest_ev": 3.350, "total_charge": 1, "species": ["C", "C", "C", "C", "C", "N", "N", "O", "H", "H", "H", "H", "H", "H", "H", "H", "H", "H", "H"], "xyz": [[-1.797668, 1.903725, 0.783863], [-1.303541, 0.683009, 0.943232], [1.452697, 0.247745, -0.477024], [-0.684763, -1.674790, 0.271161], [-0.946753, -0.239357, -0.124058], [2.146632, -0.322216, 0.467919], [1.915409, 0.924887, -1.472987], [-1.334903, 0.008555, -1.334801], [-2.256505, 2.467694, 1.604916], [-2.118020, 2.257117, -0.102384], [-1.253313, 0.248574, 1.895565], [-0.892977, -2.427473, -0.572637], [0.357255, -1.898678, 0.686726], [-1.296339, -2.058769, 1.201859], [1.894959, -1.026850, 1.223579], [3.192839, -0.272101, 0.664647], [1.331578, 1.132085, -2.278728], [2.890166, 0.887481, -1.606455], [-1.296744, -0.840646, -1.774389]], "forces_ev_per_angstrom": [[-1.01, 1.01, 2.77], [1.22, -2.24, -2.25], [1.67, -0.86, 0.90], [0.01, -2.11, 1.31], [-1.62, -0.47, 5.75], [1.86, -1.35, 2.35], [-1.50, -0.10, -0.21], [0.01, 0.58, -2.83], [0.66, -0.36, 0.00], [-0.44, 1.14, -3.26], [0.48, -0.36, 1.36], [0.39, 1.08, 1.15], [-1.23, 0.23, -1.05], [0.64, 1.00, -1.92], [-1.03, 1.57, -1.72], [-1.37, 0.85, -1.32], [0.00, 0.25, 0.35], [1.52, 0.27, -0.49], [-0.25, -0.13, -0.90]], "lowdin_spin": [0.315, 0.075, 0.641, 0.058, 0.427, 0.084, 0.090, 0.158, 0.019, 0.026, -0.005, 0.001, 0.019, 0.019, 0.011, 0.029, 0.011, 0.021, 0.003]}


Entry 5:
{"formula": "C5H11N2O", "method": "wB97M-V/def2-TZVPD", "multiplicity": 3, "de_lowest_ev": 4.363, "total_charge": 1, "species": ["C", "C", "C", "C", "C", "N", "N", "O", "H", "H", "H", "H", "H", "H", "H", "H", "H", "H", "H"], "xyz": [[-1.011005, 0.055120, -1.501469], [-2.330095, -0.148369, 0.169926], [-0.981404, -0.281329, 0.702144], [1.981355, -0.964392, 0.472926], [1.094878, -0.308638, -0.557101], [-2.223436, -0.000149, -1.256222], [-0.270160, -0.061761, -0.335177], [-0.228457, 1.985562, 0.451402], [-0.682225, 0.407964, -2.519989], [-3.036296, -0.938001, 0.487315], [-2.895663, 0.772601, 0.478256], [-1.000769, 2.573988, 0.180496], [-0.589319, -0.566954, 1.638056], [1.856182, -2.096459, 0.595906], [2.946742, -0.626144, 0.323408], [1.875561, -0.681286, 1.521597], [1.039892, -1.057255, -1.351879], [1.599184, 0.545746, -1.043812], [-0.173937, 2.552715, 1.315192]], "forces_ev_per_angstrom": [[3.14, 1.76, -0.87], [-4.03, 0.53, 1.89], [-4.85, -1.34, 5.51], [-1.94, -1.60, 2.28], [1.97, -1.19, -0.72], [-3.71, -1.09, 0.74], [5.99, 1.03, -9.32], [-1.51, 4.51, 2.43], [0.53, -0.88, 1.38], [0.25, 0.09, -0.38], [0.40, -0.34, 0.22], [0.85, -1.38, -0.72], [0.13, -0.31, 0.64], [0.45, 1.53, -0.92], [2.19, -0.08, -0.83], [-0.69, 0.64, 0.03], [0.43, 0.04, -0.40], [-0.43, 0.05, 0.40], [0.85, -1.94, -1.36]], "lowdin_spin": [0.037, 0.113, 0.638, 0.006, 0.063, 0.321, 0.495, 0.159, -0.002, 0.028, 0.049, 0.002, 0.030, 0.003, 0.000, 0.000, 0.030, 0.026, 0.003]}


Entry 6:
{"formula": "C5H11N2O2", "method": "wB97M-V/def2-TZVPD", "de_lowest_ev": 3.231, "smiles": "C/C=C(/O)[NH2+]/C(O)=C\\N", "total_charge": 1, "species": ["C", "C", "C", "O", "N", "C", "O", "C", "N", "H", "H", "H", "H", "H", "H", "H", "H", "H", "H", "H"], "xyz": [[-2.637832, -0.404634, -0.598648], [-1.929713, 0.423550, 0.449075], [-0.612533, 0.758712, 0.514757], [0.008387, 1.532390, 1.391344], [0.217519, 0.684987, -0.761633], [1.628716, 0.413386, -0.277940], [2.317235, 1.605978, -0.360144], [2.087537, -0.718543, 0.207838], [1.563012, -1.982656, 0.031336], [-2.856878, -1.431323, -0.215909], [-1.913809, -0.424373, -1.531255], [-3.556463, 0.170615, -0.775142], [-2.596831, 0.418031, 1.272793], [-0.492847, 1.616889, 2.132549], [0.119254, 1.641269, -1.056022], [-0.215923, -0.018814, -1.429213], [3.226811, 1.414820, -0.036808], [2.981481, -0.703908, 0.778034], [0.711362, -2.289566, -0.482451], [1.951507, -2.706803, 0.747433]], "forces_ev_per_angstrom": [[2.16, 0.48, -1.18], [1.77, -1.53, -0.20], [-3.34, -0.27, -1.51], [2.77, -0.41, -3.12], [0.14, -1.80, 2.22], [-0.08, 1.74, -1.19], [0.34, -0.73, 0.60], [-1.53, -1.21, -0.87], [0.44, -2.63, 1.99], [0.14, 0.85, -0.51], [-2.20, -0.40, 1.25], [0.14, -0.62, -0.63], [0.09, 0.93, 1.36], [-2.30, 0.51, 3.61], [0.58, 0.57, -1.13], [0.83, 1.27, 0.87], [-0.72, 0.51, -0.42], [0.88, 0.11, 0.15], [1.22, 0.84, 0.79], [-1.36, 1.78, -2.09]], "mulliken_charge": [-0.933, -0.507, 0.544, -0.398, -0.001, 0.455, -0.494, -0.507, -0.438, 0.278, 0.191, 0.333, 0.339, 0.323, 0.348, 0.351, 0.360, 0.323, 0.190, 0.243]}


Entry 7:
{"formula": "C5H11N2OP", "method": "wB97M-V/def2-TZVPD", "de_lowest_ev": 2.301, "species": ["C", "C", "C", "C", "C", "N", "N", "O", "P", "H", "H", "H", "H", "H", "H", "H", "H", "H", "H", "H"], "xyz": [[-2.551581, -0.933088, -0.532727], [-1.559996, -1.124577, 0.567308], [2.069718, -1.482620, -0.634173], [2.635003, -0.163612, -0.354639], [-0.481194, 2.450353, 0.893075], [-1.546022, 0.175046, -0.120660], [1.349863, -0.457590, 0.106721], [-0.154148, 2.178780, -0.433082], [-0.251490, 0.681423, -1.067183], [-2.498129, -1.593287, -1.455687], [-3.528841, -0.691732, -0.207218], [-1.612083, -1.014775, 1.666433], [-0.683040, -1.770526, 0.278561], [1.758150, -1.828459, -1.562820], [2.439296, -2.400807, -0.066604], [3.520719, -0.118692, 0.369497], [2.813914, 0.637086, -1.123611], [-1.527966, 2.660466, 0.932215], [0.079432, 3.246006, 1.170037], [-0.271608, 1.550601, 1.574549]], "forces_ev_per_angstrom": [[1.49, -0.16, 0.62], [2.09, -0.37, -0.33], [0.71, -1.44, 1.61], [3.31, 1.58, -0.43], [-1.16, -3.50, 1.04], [-1.39, -1.96, -0.85], [-3.34, 1.28, 0.00], [1.04, -1.26, -1.76], [1.82, -0.56, 1.20], [0.39, 1.25, 1.14], [-0.89, 0.40, -0.09], [-0.87, -0.39, -0.73], [-1.02, 0.58, 0.47], [-0.62, 0.09, -1.95], [-0.48, 1.44, -0.23], [-1.44, -0.05, -0.55], [-0.42, -1.00, 0.31], [-0.71, 0.25, 0.33], [1.67, 2.50, 1.06], [-0.18, 1.34, -0.88]], "mulliken_charge": [-0.337, -0.282, -0.521, -0.200, -0.525, -0.074, -0.402, -0.291, 0.206, 0.248, 0.261, 0.231, 0.085, 0.242, 0.172, 0.171, 0.197, 0.238, 0.334, 0.246]}


Entry 8:
{"formula": "C5H11N2S", "method": "wB97M-V/def2-TZVPD", "de_lowest_ev": 0.467, "total_charge": 1, "species": ["N", "C", "C", "C", "N", "C", "C", "S", "H", "H", "H", "H", "H", "H", "H", "H", "H", "H", "H"], "xyz": [[-1.407007, -1.641830, -1.899136], [-1.108187, -1.991755, -0.515029], [0.288219, -1.539494, -0.036266], [0.365667, -0.062045, 0.129491], [0.391390, 0.511029, 1.301403], [0.352160, 1.989511, 1.300509], [1.093091, 2.335003, 0.032031], [0.437161, 1.066450, -1.161351], [-0.579312, -1.399782, -2.424341], [-2.053749, -0.870925, -1.964531], [-1.849516, -1.550602, 0.149197], [-1.140904, -3.072374, -0.396322], [1.057116, -1.836144, -0.749568], [0.546562, -1.990547, 0.922207], [0.386164, -0.046121, 2.143535], [-0.685763, 2.310934, 1.250455], [0.868321, 2.343141, 2.187458], [0.882445, 3.317653, -0.371221], [2.156138, 2.127901, 0.101479]], "forces_ev_per_angstrom": [[0.10, 0.27, 0.40], [0.16, 0.08, -0.28], [0.08, 0.33, 0.09], [0.00, 0.14, 0.01], [-0.03, -0.09, -0.21], [0.49, -0.41, 0.01], [-0.50, -0.43, -0.61], [0.29, 0.02, 0.25], [0.02, -0.21, -0.22], [-0.10, 0.03, -0.08], [-0.18, -0.14, 0.01], [-0.02, -0.08, 0.10], [-0.05, -0.10, -0.10], [-0.12, -0.14, 0.03], [-0.06, 0.05, 0.14], [-0.09, 0.10, 0.21], [-0.17, 0.19, 0.08], [0.05, 0.14, 0.11], [0.13, 0.25, 0.06]], "mulliken_charge": [-0.538, -0.513, -0.815, 0.568, -0.160, -0.491, -0.579, -0.019, 0.239, 0.286, 0.337, 0.301, 0.348, 0.374, 0.268, 0.300, 0.345, 0.420, 0.328]}


Please write out number 2 again, unchanged.
{"formula": "C5H11N2O", "method": "wB97M-V/def2-TZVPD", "de_lowest_ev": 0.647, "total_charge": 1, "species": ["C", "C", "C", "C", "N", "C", "N", "H", "H", "H", "H", "H", "H", "H", "H", "H", "H", "H", "O"], "xyz": [[1.149536, 2.029422, 2.152459], [-0.336465, 1.736943, 1.709276], [-0.341349, 0.797133, 0.574253], [-0.072427, -0.526154, 0.514987], [-0.238496, -0.914632, -0.802418], [-0.629316, 0.121455, -1.538325], [-0.755790, 1.189449, -0.704049], [1.833129, 1.327257, 1.684775], [1.398986, 3.080581, 1.925493], [1.288217, 1.873611, 3.233492], [-0.688910, 2.707106, 1.266779], [-0.951618, 1.486515, 2.570856], [-0.127313, -1.347390, 1.216289], [-0.248756, -1.842192, -1.238575], [-0.700588, 0.144871, -2.628105], [-0.616630, 2.152769, -0.979642], [1.456762, -3.870241, -1.227313], [0.752773, -3.774758, -2.612627], [0.651522, -3.608931, -1.674171]], "forces_ev_per_angstrom": [[-0.48, 0.10, 0.65], [1.19, 2.05, -0.48], [-1.05, -0.35, 0.17], [-0.94, -1.33, -0.50], [-1.10, 0.84, -1.57], [0.49, 0.70, 0.50], [1.68, -1.07, -0.02], [0.16, 0.21, -0.25], [0.15, -0.66, 0.05], [-0.22, 0.20, -0.34], [-0.17, -0.80, 0.75], [-0.16, -0.29, -0.32], [0.72, 0.53, 0.46], [0.63, -0.28, 0.68], [-0.19, -0.03, 0.58], [-0.59, 0.01, -0.31], [0.28, -0.19, -0.11], [0.25, -0.25, -0.12], [-0.65, 0.59, 0.19]], "mulliken_charge": [-1.009, -0.431, 0.268, -0.435, 0.135, -0.239, -0.122, 0.359, 0.293, 0.293, 0.232, 0.348, 0.379, 0.251, 0.381, 0.317, 0.327, 0.332, -0.679]}